C59H38ClN5O2Re | wB97M-V/def2-TZVPD

Last column: Mulliken spin population.
Atoms and positions in Å:
Re (-0.274, -0.939, 0.348)  2.321
C (4.208, -0.985, 6.640)  0.001
C (3.905, 0.191, 5.971)  -0.001
C (3.091, 0.161, 4.848)  0.005
C (2.576, -1.044, 4.383)  0.010
C (2.883, -2.221, 5.059)  0.003
C (3.695, -2.191, 6.182)  -0.001
C (1.700, -1.064, 3.175)  0.052
C (0.400, -0.579, 3.331)  -0.021
C (-0.211, -0.220, 4.580)  0.033
C (-1.507, 0.084, 4.325)  -0.008
C (-1.711, -0.059, 2.911)  0.066
C (-2.915, 0.189, 2.235)  0.010
C (-4.088, 0.603, 3.060)  -0.004
C (-4.180, 1.897, 3.560)  0.000
C (-5.274, 2.278, 4.323)  0.000
C (-6.285, 1.367, 4.591)  0.000
C (-6.199, 0.075, 4.094)  0.000
C (-5.105, -0.306, 3.331)  -0.001
C (-3.106, 0.100, 0.862)  0.054
N (-2.161, -0.262, -0.061)  0.034
C (-2.726, -0.185, -1.303)  0.050
C (-2.129, -0.570, -2.501)  0.043
C (-2.948, -0.428, -3.742)  -0.011
C (-2.996, 0.776, -4.432)  -0.005
C (-3.767, 0.893, -5.581)  0.000
C (-4.494, -0.194, -6.042)  0.000
C (-4.450, -1.398, -5.352)  0.000
C (-3.680, -1.517, -4.205)  -0.002
C (-0.880, -1.179, -2.632)  0.049
C (-0.340, -1.714, -3.855)  0.003
C (0.838, -2.306, -3.554)  0.039
C (1.069, -2.122, -2.145)  0.024
N (0.000, -1.438, -1.620)  -0.050
C (2.202, -2.521, -1.448)  0.021
C (2.457, -2.274, -0.092)  0.035
C (3.686, -2.572, 0.584)  -0.009
C (3.559, -2.140, 1.863)  0.030
C (2.244, -1.584, 1.998)  -0.003
N (1.605, -1.671, 0.790)  0.033
C (3.266, -3.243, -2.206)  -0.003
C (4.081, -2.561, -3.103)  0.000
C (5.085, -3.230, -3.789)  0.000
C (5.277, -4.589, -3.584)  0.000
C (4.466, -5.275, -2.691)  0.000
C (3.467, -4.605, -2.002)  -0.001
C (-4.086, 0.269, -1.160)  0.002
C (-4.321, 0.433, 0.160)  0.036
N (-0.538, -0.460, 2.339)  0.005
H (4.842, -0.964, 7.515)  0.000
H (4.302, 1.134, 6.321)  0.000
H (2.851, 1.078, 4.324)  0.000
H (2.479, -3.158, 4.700)  0.000
H (3.925, -3.110, 6.703)  0.000
H (0.290, -0.224, 5.533)  0.006
H (-2.266, 0.375, 5.030)  0.004
H (-3.392, 2.607, 3.345)  0.000
H (-5.338, 3.288, 4.705)  0.000
H (-7.138, 1.663, 5.186)  0.000
H (-6.984, -0.640, 4.301)  0.000
H (-5.032, -1.314, 2.942)  0.000
H (-2.427, 1.622, -4.067)  0.001
H (-3.799, 1.834, -6.114)  0.000
H (-5.095, -0.103, -6.936)  0.000
H (-5.018, -2.248, -5.708)  0.000
H (-3.639, -2.447, -3.654)  0.000
H (-0.822, -1.653, -4.816)  0.002
H (1.504, -2.823, -4.223)  0.002
H (4.544, -3.035, 0.126)  0.004
H (4.294, -2.184, 2.649)  0.004
H (3.934, -1.499, -3.249)  0.000
H (5.720, -2.687, -4.475)  0.000
H (6.061, -5.111, -4.116)  0.000
H (4.612, -6.334, -2.530)  0.000
H (2.832, -5.135, -1.304)  0.001
H (-4.767, 0.432, -1.977)  0.001
H (-5.232, 0.759, 0.633)  0.004
Cl (-2.174, -9.255, 2.156)  0.000
C (-2.048, -7.615, 1.588)  0.001
C (-2.820, -7.211, 0.510)  0.000
C (-2.707, -5.907, 0.058)  0.000
C (-1.842, -5.015, 0.680)  -0.005
C (-1.082, -5.440, 1.764)  0.006
C (-1.177, -6.745, 2.222)  0.001
C (-1.734, -3.609, 0.156)  0.044
O (-2.263, -3.297, -0.897)  0.025
O (-0.994, -2.832, 0.895)  0.074
H (-3.493, -7.911, 0.037)  0.000
H (-3.284, -5.562, -0.788)  0.000
H (-0.416, -4.736, 2.244)  -0.003
H (-0.587, -7.088, 3.060)  0.000
C (0.440, 1.031, -0.124)  -0.078
C (1.857, 1.089, -0.573)  0.091
C (2.178, 0.975, -1.929)  -0.016
C (3.492, 0.941, -2.354)  0.002
C (4.525, 1.014, -1.423)  -0.005
C (4.226, 1.156, -0.069)  0.005
C (2.908, 1.203, 0.341)  -0.013
C (5.892, 0.938, -1.858)  0.001
N (6.986, 0.870, -2.204)  -0.002
H (-0.211, 1.403, -0.923)  0.013
H (0.275, 1.659, 0.757)  -0.006
H (1.378, 0.906, -2.657)  0.001
H (3.727, 0.861, -3.408)  0.000
H (5.029, 1.223, 0.652)  0.001
H (2.680, 1.307, 1.395)  -0.004

Output
charge	0
⟨S²⟩	3.79
molecular weight	1070.65	g/mol
multiplicity	4
F_max	0.4	eV Å⁻¹
E_tot	-3233.99599	a.u.
E_LUMO (spin up / spin down)	-1.397 / -1.898	eV

C6H20NSi2 | wB97M-V/def2-TZVPD

Last column: Mulliken charge in e.
Atoms and positions in Å:
C (-2.820, -0.627, 0.036)  -1.382
C (-1.965, 1.748, 0.344)  -1.015
C (-2.599, 0.944, -1.949)  -1.481
C (2.602, -1.777, -0.079)  -1.147
C (0.890, -0.960, 1.372)  -1.089
C (-2.235, 0.615, -0.598)  1.133
N (2.015, -0.625, 0.509)  0.048
Si (3.220, 0.377, 1.387)  0.546
Si (1.095, 0.630, -0.980)  0.352
H (-3.769, -0.404, 0.697)  0.345
H (-3.143, -1.340, -0.735)  0.393
H (-2.280, -1.112, 0.747)  0.330
H (-2.979, 2.299, 0.458)  0.410
H (-1.124, 2.222, -0.131)  0.283
H (-1.696, 1.200, 1.319)  0.219
H (-2.337, 2.032, -2.271)  0.330
H (-2.204, 0.324, -2.712)  0.428
H (-3.652, 0.910, -2.225)  0.422
H (2.830, -2.564, 0.566)  0.369
H (1.893, -2.132, -0.780)  0.453
H (3.515, -1.476, -0.561)  0.410
H (0.165, -1.526, 0.807)  0.370
H (1.268, -1.832, 1.911)  0.445
H (0.519, -0.246, 2.134)  0.352
H (3.988, 0.777, 0.175)  -0.051
H (2.511, 1.246, 2.109)  -0.126
H (4.047, -0.349, 2.237)  -0.140
H (1.903, 0.592, -2.143)  -0.126
H (1.350, 1.961, -0.202)  -0.080

Output
charge	+1
molecular weight	162.41	g/mol
F_max	3.8	eV Å⁻¹
E_tot	-873.91213	a.u.
E_LUMO (spin up / spin down)	-5.268 / -4.315	eV
energy relative to the best compared isomer or geometry (same formula, charge and spin)	236.7	kJ/mol

C36H34N2O2 | wB97M-V/def2-TZVPD

Last column: Mulliken charge in e.
Atoms and positions in Å:
C (-5.621, -2.627, 1.620)  -1.458
C (-4.584, -1.543, 1.766)  0.425
C (-3.563, -1.642, 2.718)  -1.145
C (-2.670, -0.593, 2.969)  1.439
C (-1.681, -0.744, 4.083)  -1.369
C (-2.738, 0.559, 2.173)  0.225
N (-1.817, 1.640, 2.366)  0.459
C (-0.448, 1.572, 2.345)  0.455
C (0.355, 0.379, 2.050)  -0.866
C (1.569, 0.294, 2.856)  -0.246
C (2.520, -0.685, 2.555)  -0.979
C (3.789, -0.310, 1.881)  0.658
C (4.367, -1.108, 0.869)  -0.221
C (5.587, -0.718, 0.293)  -0.688
C (6.297, 0.387, 0.817)  -0.494
C (5.727, 1.188, 1.817)  -0.801
C (4.427, 0.897, 2.262)  -0.092
O (0.004, -0.414, 1.144)  -0.841
N (0.033, 2.827, 2.292)  0.179
C (1.414, 3.256, 2.097)  -0.700
C (-1.028, 3.723, 2.374)  -0.858
C (-2.160, 3.001, 2.419)  -0.491
C (-3.672, 0.642, 1.131)  1.003
C (-3.636, 1.766, 0.151)  -1.540
C (-4.608, -0.389, 0.978)  -1.086
H (-6.372, -2.354, 0.872)  0.352
H (-5.169, -3.580, 1.318)  0.323
H (-6.141, -2.813, 2.568)  0.333
H (-3.475, -2.553, 3.308)  0.414
H (-1.611, 0.159, 4.708)  0.325
H (-1.978, -1.596, 4.718)  0.493
H (-0.679, -0.974, 3.695)  0.063
H (1.745, 1.050, 3.635)  0.946
H (2.147, -1.688, 2.328)  0.778
H (3.851, -2.018, 0.519)  0.395
H (6.007, -1.304, -0.545)  0.363
H (7.317, 0.598, 0.473)  0.368
H (6.288, 2.001, 2.296)  0.388
H (3.967, 1.600, 2.978)  0.338
H (1.381, 4.348, 1.987)  0.336
H (2.059, 3.014, 2.951)  0.252
H (1.842, 2.809, 1.191)  0.361
H (-0.838, 4.786, 2.326)  0.428
H (-3.173, 3.361, 2.462)  0.702
H (-4.376, 1.552, -0.629)  0.397
H (-3.900, 2.726, 0.610)  0.361
H (-2.652, 1.849, -0.331)  0.290
H (-5.357, -0.291, 0.190)  0.266
C (0.453, -3.312, 7.171)  -0.458
C (0.483, -1.912, 6.998)  -0.700
C (1.285, -1.358, 5.991)  -0.079
C (2.067, -2.186, 5.150)  0.050
C (3.087, -1.627, 4.243)  -0.593
C (3.989, -0.624, 4.860)  0.375
C (5.494, -0.848, 4.782)  0.513
C (6.342, 0.244, 5.043)  -0.525
C (7.729, 0.117, 4.950)  -0.525
C (8.309, -1.116, 4.590)  -0.417
C (7.469, -2.199, 4.275)  -0.815
C (6.076, -2.070, 4.410)  -0.079
O (3.565, 0.447, 5.328)  -0.731
C (1.814, -3.581, 5.165)  -0.388
C (1.075, -4.143, 6.210)  -0.685
H (-0.054, -3.743, 8.044)  0.378
H (-0.085, -1.241, 7.655)  0.365
H (1.356, -0.279, 5.832)  0.408
H (3.556, -2.378, 3.605)  0.895
H (5.891, 1.202, 5.313)  0.409
H (8.348, 0.990, 5.199)  0.372
H (9.396, -1.234, 4.579)  0.391
H (7.877, -3.157, 3.954)  0.399
H (5.433, -2.925, 4.218)  0.407
H (2.246, -4.203, 4.375)  0.409
H (0.989, -5.229, 6.304)  0.383

Output
charge	0
molecular weight	526.68	g/mol
F_max	4.7	eV Å⁻¹
E_tot	-1652.11836	a.u.
E_LUMO	0.302	eV
energy relative to the best compared isomer or geometry (same formula, charge and spin)	94.6	kJ/mol

Among the records above, which one has the highest E_tot? C6H20NSi2